[1]
{
  "formula": "C6H14N2",
  "method": "the ωB97M-V functional and the def2-TZVPD basis",
  "species": ["C", "C", "C", "C", "N", "C", "N", "C", "H", "H", "H", "H", "H", "H", "H", "H", "H", "H", "H", "H", "H", "H"],
  "positions_angstrom": [[-1.136, -0.169, -0.066], [-1.601, -0.562, 1.319], [-2.236, 0.493, -0.884], [3.153, -0.545, 0.172], [2.024, 0.275, -0.216], [1.010, 0.540, 0.615], [-0.609, -1.257, -0.777], [0.056, 1.463, 0.152], [2.197, 0.856, -1.044], [0.100, -1.763, -0.263], [-0.265, -1.011, -1.697], [-2.479, -1.211, 1.237], [-0.819, -1.092, 1.857], [-1.869, 0.320, 1.896], [-3.035, -0.232, -1.061], [-1.865, 0.826, -1.854], [-2.653, 1.349, -0.361], [2.855, -1.154, 1.025], [4.017, 0.064, 0.463], [3.462, -1.200, -0.650], [-0.558, 1.959, 0.897], [0.250, 2.052, -0.761]],
  "nbo_charge": [0.312, -0.659, -0.645, -0.401, -0.614, 0.014, -0.833, -0.540, 0.338, 0.380, 0.369, 0.215, 0.236, 0.218, 0.213, 0.208, 0.215, 0.221, 0.188, 0.185, 0.216, 0.163],
  "e_above_lowest_ev": 3.233,
  "homo_ev": -7.48
}

***

[2]
{
  "formula": "C4H13NO4PS",
  "method": "the ωB97M-V functional and the def2-TZVPD basis",
  "species": ["O", "P", "O", "S", "C", "C", "O", "C", "C", "N", "H", "H", "H", "H", "H", "H", "H", "H", "H", "H", "H", "O", "H", "H"],
  "positions_angstrom": [[2.500, -0.686, 1.127], [1.680, -0.499, -0.212], [1.395, -1.933, -0.837], [2.392, 0.700, -1.528], [0.090, 0.175, 0.396], [-0.615, -0.580, 1.542], [-1.611, -1.517, 1.178], [-1.989, -1.546, -0.181], [-2.151, -0.150, -0.719], [-0.763, 0.432, -0.830], [3.282, -1.228, 0.947], [1.012, -2.585, -0.230], [0.378, 1.151, 0.781], [0.167, -1.108, 2.090], [-1.037, 0.137, 2.245], [-1.268, -2.108, -0.782], [-2.951, -2.050, -0.227], [-2.736, 0.478, -0.056], [-2.576, -0.165, -1.719], [-0.310, -0.022, -1.631], [-0.758, 1.426, -1.064], [1.980, 4.130, -0.401], [1.626, 4.338, 0.469], [2.261, 3.210, -0.360]],
  "nbo_charge": [-0.969, 1.806, -0.977, -0.533, -0.466, -0.097, -0.499, -0.094, -0.249, -0.508, 0.535, 0.519, 0.277, 0.222, 0.212, 0.174, 0.243, 0.241, 0.247, 0.454, 0.461, -0.935, 0.467, 0.469],
  "charge": 1,
  "homo_ev": -13.35
}

***

no.,electronic energy (eV),frontier orbital gap (eV),molar mass (g/mol)
1,-9426.2512,8.519,114.192
2,-34157.7268,9.959,202.192